DFT (ωB97M-V/def2-TZVPD) results for a molecular structure, C25H37BiFN4O3S2 at a distorted geometry.

Each line ends with the Mulliken charge.
Cartesian coordinates (Å):
Bi 1.1516 0.4475 -3.3674  1.819
S -0.7816 2.7882 -3.9704  -0.037
S -0.5005 -1.8074 -3.5644  0.269
F -2.0869 2.6284 2.7269  -0.346
O 0.0542 0.3645 -1.2856  -1.157
O 2.5717 -3.0865 -1.5164  -0.605
O 2.3608 -1.0391 -2.3444  -0.674
N 1.0569 -1.8704 2.0973  0.138
N -0.8843 1.3901 5.0808  0.138
N -1.3169 1.7545 7.8233  -0.129
N -0.2895 0.2322 -5.7887  -0.059
C 1.5831 -2.1654 0.8784  -0.512
C -0.9212 1.1813 1.2749  -1.030
C 2.0806 -1.9742 -1.4614  0.079
C 2.8054 -3.1977 3.2620  -0.564
C -0.1143 0.0298 1.0568  0.101
C 1.2107 -1.5279 -0.2917  -0.091
C -1.0697 1.3666 -6.3719  -0.843
C -1.9035 2.3279 5.5296  -0.714
C 3.9695 0.4573 -4.8995  -0.669
C -2.5828 2.4904 -3.7276  -0.570
C -2.4621 1.8963 6.8861  -0.816
C 0.1002 -0.1568 3.4925  0.294
C -1.2185 1.5727 2.5667  0.447
C -0.2119 0.8554 7.4046  -0.673
C 0.3370 -0.3848 -0.2464  1.731
C 1.3984 -2.7165 3.1737  -0.280
C 0.3237 -0.6728 2.2196  -0.383
C -0.6753 0.9872 3.7448  -0.196
C 0.2395 1.3327 6.0219  -0.601
C -0.8873 -1.0678 -6.2238  -0.813
C -0.5861 2.6769 -5.7837  -0.730
C 3.9562 0.4354 -3.5528  -0.615
C -0.3261 -2.1690 -5.3701  -0.908
C 1.7143 -4.1285 2.8155  -0.718
C -2.3435 -1.7473 -3.5598  -0.996
H -0.9354 1.4043 -7.4744  0.395
H 2.3696 -2.9170 0.8494  0.817
H 0.6172 0.2653 -6.2640  0.321
H 3.5115 -2.8195 2.5171  0.222
H -1.2971 1.7475 0.4186  0.540
H -0.9059 2.6844 7.9133  0.404
H 3.8702 -0.4697 -5.4613  0.361
H 0.8712 -2.5481 4.0966  0.764
H 1.0083 0.6508 5.6461  0.356
H 0.7429 -2.3494 -5.5636  0.296
H 4.1163 1.3647 -5.4791  0.345
H 4.2747 -0.5012 -3.0293  0.150
H 0.4861 2.8137 -5.9867  0.334
H 0.6017 0.9303 8.1392  0.401
H 3.8340 1.3620 -2.9486  0.553
H -2.6524 -1.7144 -2.5095  0.371
H 0.5651 -0.6756 4.3198  0.002
H 3.1891 -3.3571 4.2685  0.338
H -2.7229 2.3611 4.8110  0.447
H -0.6512 -1.2746 -7.2793  0.418
H -0.6166 -0.1604 7.4195  0.363
H -0.8906 -3.1073 -5.4833  0.571
H -2.8074 -0.9038 -4.0857  0.168
H -1.1281 3.5173 -6.2425  0.481
H -2.7641 2.4572 -2.6427  0.279
H -3.2046 3.3072 -4.1278  0.386
H -2.9616 0.9248 6.8574  0.359
H 0.7060 2.3421 6.1294  0.241
H -1.4592 3.3402 5.6386  0.389
H 1.6679 -4.4043 1.7675  0.238
H -2.1445 1.2161 -6.1863  0.408
H 1.3819 -4.9023 3.4969  0.311
H -2.6996 -2.6969 -3.9849  0.450
H -2.9215 1.5406 -4.1583  0.034
H -1.6692 1.4569 8.7398  0.366
H -3.1542 2.6388 7.2957  0.418
H -1.9799 -1.0270 -6.1467  0.418

Computed properties:
Multiplicity = 1
Net charge = +3
Highest occupied orbital energy = -15.673 eV
Frontier orbital gap = 6.9 eV